Entry from the OMol25 dataset: the ion C5H8NO5 with charge -1 in a non-equilibrium geometry (ωB97M-V/def2-TZVPD).

E ... -626.3958 Eh
Kohn-Sham gap ... 8.36 eV
LUMO energy ... 3.8 eV
SMILES ... C[C@H](O)[C@](N)(C(=O)[O-])C(=O)O
Total charge ... -1

Geometry (Å):
C1 -1.1996 -1.1075 -1.0484
C2 0.0600 1.1819 -1.4359
C3 0.7503 -1.1514 1.5445
C4 1.0288 -0.3694 0.2651
C5 -0.2235 0.2855 -0.3105
N1 -1.1629 0.9218 0.5997
O1 -2.2979 -1.1318 -0.5387
O2 1.0908 1.2141 -2.0865
O3 -0.5574 -1.7452 -1.8387
O4 -0.9648 2.0231 -1.7294
O5 2.0479 0.5900 0.5464
H1 0.0603 -1.9635 1.3294
H2 1.6833 -1.5544 1.9317
H3 0.3166 -0.5057 2.3075
H4 1.4045 -1.0645 -0.5015
H5 -0.7020 1.1941 1.4617
H6 -1.9080 0.2545 0.8094
H7 -1.6164 1.8802 -1.0118
H8 2.1899 1.0485 -0.2939

***

Entry from the OMol25 dataset: a cluster of 2 separate species, C4H8NO in total in a non-equilibrium geometry (ωB97M-V/def2-TZVPD).

E ... -286.8049 Eh
Kohn-Sham gap ... 8.81 eV
LUMO energy ... -5.9 eV
Total charge ... +1

Geometry (Å):
C1 -0.0541 -1.6634 1.4102
C2 0.5733 -1.2174 0.2704
C3 1.1549 1.5981 -0.0498
C4 0.8037 0.1619 -0.0348
N1 -1.4432 0.4743 -0.7683
O1 1.2797 0.6799 -1.1385
H1 -0.6100 -2.5725 1.3424
H2 -0.3271 -0.9678 2.1409
H3 0.8260 -1.8976 -0.4877
H4 0.4123 2.3892 -0.2215
H5 2.1956 1.9388 0.3810
H6 -1.7441 1.4314 -1.0107
H7 -2.0940 -0.2793 -0.3227
H8 -0.9731 -0.0754 -1.5110

***

Entry from the OMol25 dataset: a structure of composition C8H10FeO8P in a non-equilibrium geometry (ωB97M-V/def2-TZVPD).

Multiplicity ... 6
E ... -2516.8680 Eh
Kohn-Sham gap (alpha / beta) ... 7.69 / 5.94 eV
LUMO energy (alpha / beta) ... -7.8 / -12.2 eV
Total charge ... +2

Geometry (Å):
O1 -0.3685 2.8133 -1.7014
C1 -0.3599 1.6599 -1.6514
Fe1 -0.3566 -0.1656 -1.6880
C2 -0.3372 -2.0234 -1.7055
O2 -0.3275 -3.1681 -1.7703
C3 -0.3490 -0.2022 -3.7283
O3 -0.4333 -1.1596 -4.4521
C4 1.4693 -0.1648 -1.8713
O4 2.6192 -0.1425 -2.0042
C5 -2.1669 -0.1911 -1.8584
O5 -3.3129 -0.1834 -2.0003
H1 -0.2579 0.8502 -4.2301
C6 -0.6449 2.3029 1.4433
O6 -1.5195 1.2949 0.8864
P1 -0.7198 -0.2424 0.8477
O7 -0.9637 -0.3368 2.5362
C7 0.2071 -0.1343 3.3422
O8 0.1667 -1.7738 0.7848
C8 1.6334 -1.6384 0.8722
H2 -1.0216 3.2029 1.0060
H3 0.4050 2.1513 1.1190
H4 -0.7278 2.3366 2.5249
H5 1.0125 0.3836 2.7786
H6 -0.0440 0.4845 4.1815
H7 0.5074 -1.1227 3.6390
H8 1.9420 -0.5713 0.9017
H9 1.8929 -2.1481 1.7866
H10 2.0555 -2.1119 0.0113

***

Entry from the OMol25 dataset: an isolated molecule of C3H4ClNS in a non-equilibrium geometry (ωB97M-V/def2-TZVPD).

Multiplicity ... 3
E ... -1029.6844 Eh
Kohn-Sham gap (alpha / beta) ... 6.10 / 6.96 eV
LUMO energy (alpha / beta) ... 0.7 / -2.6 eV

Geometry (Å):
C1 0.6608 0.8055 -0.2205
C2 1.0901 -0.6183 -0.4227
C3 -1.3551 0.1408 0.6187
N1 -0.4498 1.1025 0.2752
S1 -0.2568 -1.7038 0.0732
Cl1 -2.8471 0.2468 -0.2493
H1 1.3453 1.5967 -0.4942
H2 1.3645 -0.7826 -1.4674
H3 1.9689 -0.8027 0.2020
H4 -1.5206 0.0151 1.6851